Model A:
10
Properties=species:S:1:pos:R:3:lowdin_charge:R:1 method="wB97M-V/def2-TZVPD" homo_ev="-9.8 / -8.5" charge=0 homo_lumo_gap_ha="0.3307 / 0.2937" lumo_ev="-0.796 / -0.485"
C -1.163 0.184 -0.251 -0.802
H 1.472 -1.267 0.667 0.122
H -0.139 0.160 1.792 0.114
C -0.072 0.289 0.749 -0.304
H 1.166 -0.226 -0.922 0.068
H 2.113 0.412 0.416 0.042
C 1.288 -0.203 0.203 -0.059
H -0.772 -0.408 -2.690 0.120
O -0.718 1.439 0.026 -0.069
I -3.175 -0.380 0.009 0.768


Model B:
10
Properties=species:S:1:pos:R:3:lowdin_charge:R:1 method="wB97M-V/def2-TZVPD" homo_ev=-9.9 smiles="C=CC=O.I" charge=0 homo_lumo_gap_ha=0.3644 lumo_ev=0.003
C 0.453 0.290 -0.453 -0.169
C 0.697 -0.875 -1.045 0.044
H -0.136 -1.505 -1.435 0.070
C 1.518 1.020 0.182 -0.334
H 1.745 -1.098 -1.477 0.111
H -0.541 0.698 -0.156 0.076
H 0.942 1.672 0.831 0.101
I -3.634 -0.287 1.070 0.415
O 2.697 0.990 -0.017 0.070
H -3.742 -0.906 2.501 -0.384


Question: of the structures shown, which is the most stable? Reply: model B.